Density functional theory data (ωB97M-V/def2-TZVPD) for a structure of composition C54H45Co2NO5PSi at a distorted geometry.

Positions of all 109 atoms, in Å:
O 3.729 3.376 0.591
C 2.888 2.549 0.652
Co 1.526 1.438 0.824
C 2.033 0.498 2.318
O 2.509 0.249 3.340
C 0.589 2.633 1.628
O 0.061 3.510 2.191
C 0.507 1.251 -0.650
C 1.433 0.149 -0.614
C 2.782 -0.030 -1.260
C 3.797 -0.677 -0.351
C 5.156 -0.315 -0.516
C 6.043 -0.724 0.475
C 5.601 -1.469 1.569
C 4.250 -1.776 1.699
C 3.351 -1.463 0.694
Co -0.085 -0.147 0.325
C 0.184 -1.050 1.855
O 0.140 -1.786 2.750
C -0.952 -1.031 -0.849
O -1.501 -1.564 -1.738
P -1.915 0.743 1.421
C -2.086 0.978 3.243
C -3.352 1.079 3.855
C -3.466 1.227 5.241
C -2.313 1.289 6.031
C -1.056 1.198 5.430
C -0.940 1.040 4.042
C -2.517 2.362 0.783
C -3.013 3.385 1.605
C -3.483 4.577 1.043
C -3.439 4.766 -0.341
C -2.944 3.752 -1.165
C -2.494 2.550 -0.608
C -3.405 -0.326 1.195
C -4.528 0.058 0.448
C -5.644 -0.785 0.375
C -5.649 -2.010 1.046
C -4.530 -2.397 1.790
C -3.416 -1.558 1.868
H 0.236 1.878 -1.463
H 3.169 0.973 -1.837
H 5.491 0.383 -1.297
H 7.088 -0.477 0.381
H 6.314 -1.860 2.304
H 3.874 -2.312 2.554
H 2.287 -1.728 0.810
H -4.260 1.027 3.250
H -4.454 1.291 5.700
H -2.399 1.405 7.114
H -0.153 1.242 6.041
H 0.045 0.950 3.578
H -3.040 3.257 2.686
H -3.879 5.356 1.696
H -3.793 5.703 -0.776
H -2.911 3.878 -2.248
H -2.137 1.748 -1.261
H -4.547 1.022 -0.059
H -6.516 -0.470 -0.201
H -6.523 -2.662 0.996
H -4.523 -3.349 2.324
H -2.558 -1.853 2.479
C 0.411 4.028 -3.590
C 1.599 4.718 -3.858
C 2.791 4.010 -4.061
C 2.813 2.606 -3.952
Si 4.421 1.672 -4.203
C 5.146 2.239 -5.855
C 6.419 2.833 -5.920
C 6.916 3.361 -7.120
C 6.145 3.298 -8.285
C 4.885 2.688 -8.244
C 4.391 2.162 -7.041
C 5.732 2.027 -2.929
C 5.496 2.966 -1.918
C 6.443 3.140 -0.906
C 7.630 2.402 -0.919
C 7.883 1.482 -1.941
C 6.938 1.296 -2.956
C 4.007 -0.173 -3.902
C 3.104 -0.691 -5.024
C 2.392 -1.938 -4.464
C 2.290 -1.797 -2.955
N 3.304 -0.779 -2.647
C 1.607 1.919 -3.722
C 0.409 2.629 -3.565
H -0.523 4.560 -3.403
H 1.602 5.809 -3.910
H 3.711 4.552 -4.304
H 7.027 2.909 -5.016
H 7.903 3.828 -7.139
H 6.525 3.721 -9.218
H 4.280 2.631 -9.151
H 3.396 1.708 -7.021
H 4.586 3.571 -1.948
H 6.256 3.869 -0.117
H 8.368 2.556 -0.131
H 8.820 0.922 -1.972
H 7.130 0.585 -3.768
H 5.006 -0.675 -3.790
H 2.376 0.090 -5.355
H 3.845 -0.935 -5.797
H 1.397 -2.054 -4.912
H 3.081 -2.798 -4.582
H 1.323 -1.458 -2.548
H 2.551 -2.678 -2.314
H 4.100 -1.299 -2.233
H 1.576 0.823 -3.688
H -0.517 2.066 -3.404

**Maximum force**: 6.46 eV/A
**Energy relative to the best compared isomer or geometry (same formula, charge and spin)**: 5.816 eV
**Net charge**: -1
**Frontier orbital gap**: 2.9 eV
**Calculated total energy**: -5911.8593 Ha

Density functional theory data (ωB97M-V/def2-TZVPD) for a cluster of 9 separate species, C54H45F9 in total at a distorted geometry.

Positions of all 108 atoms, in Å:
F 7.800 1.317 1.230
C 8.365 0.911 0.041
C 7.690 0.467 -1.109
C 8.437 0.195 -2.276
C 9.811 0.125 -2.251
C 10.473 0.543 -1.103
C 9.772 0.922 0.030
H 6.612 0.522 -1.120
H 7.955 -0.043 -3.213
H 10.371 -0.078 -3.152
H 11.550 0.463 -1.095
H 10.346 1.339 0.845
F 3.035 8.299 6.725
C 3.005 6.937 6.564
C 1.799 6.229 6.411
C 1.832 4.855 6.180
C 3.015 4.164 6.167
C 4.189 4.783 6.382
C 4.212 6.194 6.632
H 0.840 6.718 6.508
H 0.877 4.358 6.095
H 3.010 3.084 6.153
H 5.095 4.196 6.396
H 5.089 6.806 6.784
F -5.573 3.660 6.566
C -6.477 4.474 7.105
C -6.180 5.189 8.237
C -6.999 6.198 8.724
C -8.259 6.461 8.145
C -8.584 5.720 7.052
C -7.711 4.721 6.511
H -5.286 5.081 8.834
H -6.635 6.782 9.556
H -8.889 7.246 8.536
H -9.496 6.034 6.567
H -7.912 4.144 5.621
F 3.353 5.326 0.519
C 3.694 6.620 0.630
C 4.720 6.928 1.444
C 4.879 8.312 1.737
C 4.083 9.282 1.088
C 3.078 8.903 0.213
C 2.849 7.591 0.022
H 5.408 6.219 1.882
H 5.685 8.650 2.370
H 4.200 10.313 1.387
H 2.469 9.723 -0.138
H 2.070 7.283 -0.660
F 1.098 0.146 -8.571
C 1.134 0.814 -7.377
C 2.357 1.183 -6.837
C 2.484 1.814 -5.564
C 1.283 2.115 -4.879
C 0.063 1.869 -5.500
C -0.007 1.146 -6.697
H 3.312 0.969 -7.293
H 3.464 2.088 -5.202
H 1.266 2.455 -3.855
H -0.708 2.045 -4.763
H -0.954 0.747 -7.030
F 5.223 -7.339 -6.670
C 4.296 -6.484 -6.174
C 4.362 -6.043 -4.829
C 3.474 -5.085 -4.344
C 2.506 -4.566 -5.145
C 2.502 -4.894 -6.480
C 3.424 -5.845 -7.012
H 5.120 -6.538 -4.240
H 3.699 -4.637 -3.388
H 1.956 -3.724 -4.752
H 1.826 -4.407 -7.167
H 3.402 -6.090 -8.063
F -5.076 -9.705 -10.529
C -4.681 -8.855 -9.637
C -3.814 -9.268 -8.595
C -3.442 -8.371 -7.568
C -3.772 -7.040 -7.682
C -4.603 -6.594 -8.737
C -5.104 -7.518 -9.684
H -3.396 -10.261 -8.670
H -2.786 -8.668 -6.763
H -3.529 -6.265 -6.970
H -4.947 -5.576 -8.850
H -5.676 -7.200 -10.543
F -2.339 -1.654 -1.550
C -2.175 -1.282 -0.284
C -0.932 -0.807 0.160
C -0.749 -0.249 1.424
C -1.823 -0.286 2.298
C -3.090 -0.608 1.817
C -3.312 -1.241 0.550
H -0.185 -0.850 -0.618
H 0.207 0.192 1.666
H -1.671 0.125 3.284
H -3.939 -0.442 2.463
H -4.252 -1.598 0.157
F -4.509 -6.560 6.374
C -5.808 -6.623 6.158
C -6.368 -5.841 5.121
C -7.662 -6.057 4.678
C -8.447 -7.000 5.350
C -7.913 -7.826 6.352
C -6.622 -7.629 6.720
H -5.698 -5.089 4.731
H -8.099 -5.309 4.033
H -9.448 -7.144 4.972
H -8.415 -8.598 6.916
H -6.172 -8.206 7.514

**SMILES**: Fc1ccccc1.Fc1ccccc1.Fc1ccccc1.Fc1ccccc1.Fc1ccccc1.Fc1ccccc1.Fc1ccccc1.Fc1ccccc1.Fc1ccccc1
**Maximum force**: 4.12 eV/A
**Energy relative to the best compared isomer or geometry (same formula, charge and spin)**: 3.843 eV
**Frontier orbital gap**: 9.3 eV
**Calculated total energy**: -2983.3575 Ha

Density functional theory data (ωB97M-V/def2-TZVPD) for a structure of composition C54H45N8O6S3SeY at a distorted geometry.

Positions of all 118 atoms, in Å:
Y 2.129 -2.399 -1.711
Se 6.076 -6.542 4.114
N 4.546 -6.860 3.231
C 4.291 -5.729 2.620
C 3.191 -5.603 1.662
C 2.324 -6.657 1.457
C 1.446 -6.612 0.380
C 1.317 -5.441 -0.338
N 2.068 -4.375 -0.037
C 3.055 -4.470 0.899
C 3.835 -3.246 1.247
N 3.567 -2.103 0.599
C 4.125 -0.972 0.982
C 5.130 -0.938 1.963
C 5.529 -2.126 2.510
C 4.829 -3.300 2.256
C 5.131 -4.591 2.900
N 6.180 -4.822 3.652
H 2.339 -7.454 2.173
H 0.855 -7.487 0.144
H 0.601 -5.370 -1.079
H 3.743 -0.047 0.540
H 5.655 -0.037 2.346
H 6.394 -2.289 3.125
C -3.897 -2.985 2.613
C -2.420 -2.999 2.076
N -2.211 -2.484 0.709
C -2.327 -1.042 0.580
C -3.670 -0.354 0.674
C -2.238 -3.319 -0.352
S -2.293 -5.018 -0.249
N -2.376 -2.623 -1.595
C -1.356 -2.243 -2.312
O -0.153 -2.511 -2.036
C -1.554 -1.307 -3.458
C -2.828 -0.883 -3.702
C -3.113 -0.049 -4.790
C -2.027 0.302 -5.628
C -0.767 -0.169 -5.365
C -0.501 -0.992 -4.269
H -3.982 -3.636 3.497
H -4.556 -3.440 1.856
H -4.266 -2.035 2.886
H -2.059 -4.026 2.029
H -1.798 -2.452 2.736
H -1.806 -0.799 -0.363
H -1.796 -0.657 1.447
H -4.007 -0.274 1.721
H -4.574 -0.810 0.225
H -3.615 0.605 0.232
H -3.620 -1.233 -2.996
H -4.024 0.422 -4.842
H -2.268 1.021 -6.422
H 0.078 0.103 -5.998
H 0.471 -1.312 -3.994
C 3.949 0.718 -4.788
C 3.292 1.849 -4.471
C 2.497 1.871 -3.376
C 2.396 0.741 -2.550
C 3.018 -0.468 -2.939
C 3.718 -0.460 -4.110
C 1.833 0.872 -1.193
C 1.694 2.133 -0.514
C 1.118 2.270 0.642
C 0.630 1.143 1.274
C 0.064 1.108 2.589
C 0.039 -0.050 3.332
C 0.440 -1.295 2.686
C 0.826 -1.337 1.383
C 0.856 -0.114 0.660
N 1.420 -0.190 -0.622
H 4.532 0.683 -5.723
H 3.443 2.771 -5.030
H 1.954 2.745 -3.109
H 4.123 -1.428 -4.520
H 2.116 2.998 -1.067
H 1.055 3.212 1.133
H -0.268 2.102 3.033
H -0.427 -0.130 4.309
H 0.442 -2.231 3.242
H 1.149 -2.207 0.857
O 3.076 -6.021 -2.788
S 3.312 -4.716 -3.382
O 3.724 -4.683 -4.774
O 2.054 -3.904 -3.267
S 4.579 -3.607 -2.167
C -2.762 5.572 5.347
C -3.065 4.782 4.083
C -3.455 3.458 4.153
C -3.608 2.647 3.050
C -3.295 3.181 1.784
C -2.926 4.554 1.650
N -2.823 5.134 0.386
C -2.156 4.512 -0.725
C -1.796 3.148 -0.778
C -1.389 2.704 -2.029
C -1.253 3.486 -3.174
C -1.388 4.873 -2.986
C -1.775 5.398 -1.767
C -1.720 6.963 -1.576
O -2.755 7.461 -1.099
O -0.639 7.472 -1.896
C -2.873 5.396 2.834
C -2.288 6.788 2.736
H -3.323 5.197 6.224
H -2.798 6.602 5.185
H -1.707 5.505 5.583
H -3.670 3.075 5.120
H -3.870 1.599 3.149
H -3.549 2.548 0.944
H -2.844 6.163 0.289
H -1.789 2.415 0.047
H -1.179 1.644 -2.125
H -1.021 2.996 -4.125
H -1.259 5.586 -3.782
H -1.228 6.606 2.989
H -2.692 7.578 3.421
H -2.560 7.253 1.794

**Maximum force**: 5.04 eV/A
**Energy relative to the best compared isomer or geometry (same formula, charge and spin)**: 1.001 eV
**Net charge**: -2
**Frontier orbital gap**: 5.2 eV
**Calculated total energy**: -6608.8757 Ha

Density functional theory data (ωB97M-V/def2-TZVPD) for a cluster of 9 separate species, C54H46N7O16 in total at a distorted geometry.

Positions of all 123 atoms, in Å:
C -6.352 1.322 3.898
C -5.019 1.418 3.817
C -4.185 0.238 3.612
N -4.441 -0.929 4.220
C -3.453 -1.734 3.820
N -3.230 -3.010 4.128
N -2.618 -1.083 2.988
N -3.089 0.180 2.866
C -2.405 1.172 2.062
C -0.912 1.302 2.464
N -0.668 1.323 3.879
N -0.477 2.583 1.939
N -0.253 0.122 1.916
H -6.887 2.016 4.530
H -6.904 0.610 3.299
H -4.546 2.388 3.890
H -3.766 -3.493 4.824
H -2.508 -3.522 3.644
H -1.779 -1.437 2.544
H -2.443 0.816 1.031
H -2.928 2.118 2.114
H -1.089 0.563 4.389
H -0.893 2.218 4.286
H -0.373 2.517 0.931
H 0.440 2.771 2.329
H -0.182 0.190 0.909
H 0.659 -0.011 2.335
C 2.675 -1.374 -1.615
C 2.002 -0.359 -1.082
C 1.072 0.466 -1.887
O 0.454 1.380 -1.368
C 0.914 0.129 -3.318
C 1.589 -0.882 -3.861
C 2.521 -1.714 -3.057
O 3.133 -2.636 -3.545
H 3.355 -1.992 -1.043
H 2.095 -0.074 -0.040
H 0.229 0.738 -3.893
H 1.489 -1.145 -4.906
C 4.987 4.546 2.384
C 4.347 3.441 2.009
C 3.492 2.687 2.953
O 2.905 1.675 2.614
C 3.368 3.203 4.338
C 4.004 4.305 4.722
C 4.864 5.063 3.773
O 5.443 6.067 4.122
H 5.622 5.118 1.713
H 4.419 3.043 1.004
H 2.737 2.630 5.007
H 3.933 4.701 5.727
C -3.005 2.927 -5.583
C -3.151 4.245 -5.690
C -1.971 5.147 -5.772
O -2.106 6.346 -5.866
C -0.626 4.521 -5.730
C -0.478 3.203 -5.621
C -1.658 2.307 -5.542
O -1.519 1.104 -5.449
H -3.848 2.250 -5.524
H -4.121 4.723 -5.724
H 0.217 5.198 -5.790
H 0.493 2.719 -5.586
C 9.066 8.580 0.675
C 8.305 7.535 0.989
C 7.471 6.861 -0.033
O 6.774 5.907 0.258
C 7.509 7.388 -1.417
C 8.269 8.432 -1.734
C 9.110 9.112 -0.713
O 9.802 10.060 -1.002
H 9.683 9.091 1.402
H 8.255 7.131 1.992
H 6.889 6.876 -2.142
H 8.315 8.837 -2.737
C -5.967 -1.874 1.413
C -5.565 -3.104 1.111
C -6.296 -3.910 0.099
O -5.933 -5.032 -0.173
C -7.478 -3.287 -0.557
C -7.869 -2.050 -0.255
C -7.135 -1.255 0.755
O -7.437 -0.117 1.052
H -5.464 -1.254 2.137
H -4.711 -3.580 1.577
H -7.991 -3.896 -1.291
H -8.721 -1.574 -0.723
C 1.998 -6.331 4.233
C 1.092 -5.699 3.492
C -0.284 -5.482 3.988
O -1.110 -4.902 3.300
C -0.627 -5.992 5.334
C 0.275 -6.625 6.080
C 1.662 -6.843 5.589
O 2.483 -7.415 6.265
H 3.011 -6.503 3.894
H 1.312 -5.318 2.502
H -1.642 -5.826 5.670
H 0.050 -7.009 7.066
C -5.384 -8.231 0.079
C -5.455 -8.133 1.403
C -4.962 -9.217 2.287
O -5.020 -9.118 3.495
C -4.389 -10.423 1.637
C -4.317 -10.525 0.313
C -4.806 -9.435 -0.573
O -4.733 -9.523 -1.778
H -5.732 -7.445 -0.577
H -5.869 -7.263 1.896
H -4.036 -11.202 2.301
H -3.902 -11.393 -0.183
C 4.288 1.634 -9.127
C 3.256 1.412 -8.317
C 3.220 1.980 -6.949
O 2.277 1.774 -6.209
C 4.370 2.806 -6.512
C 5.403 3.030 -7.320
C 5.444 2.462 -8.694
O 6.382 2.667 -9.428
H 4.339 1.231 -10.130
H 2.403 0.813 -8.610
H 4.317 3.209 -5.509
H 6.255 3.629 -7.025

**Maximum force**: 1.10 eV/A
**Net charge**: +1
**Frontier orbital gap**: 7.7 eV
**Calculated total energy**: -3671.9801 Ha

> calculated total energy of number 2 (C54H45F9)?

-2983.3575 Ha

> The highest maximum force belongs to which entry?

C54H45Co2NO5PSi